{"formula": "C23H18N3O4S3Ta", "method": "ωB97M-V/def2-TZVPD", "orbital_gap_ev": [4.81, 4.81], "total_charge": 2, "homo_ev": [-13.364, -13.364], "total_energy_ev": -70844.0671, "de_lowest_kcal_mol": 28.3, "symbols": ["Ta", "C", "C", "N", "N", "C", "S", "S", "C", "C", "C", "C", "C", "C", "C", "C", "C", "C", "C", "C", "C", "O", "H", "H", "H", "H", "H", "H", "H", "H", "H", "H", "H", "H", "H", "H", "O", "C", "N", "S", "O", "O", "C", "C", "C", "C", "C", "C", "H", "H", "H", "H"], "xyz": [[0.223, -0.133, 0.640], [-2.833, 0.910, 2.365], [-2.586, 0.005, 1.222], [-1.970, 0.455, 0.125], [-2.328, -0.174, -1.008], [-1.514, -0.437, -1.972], [0.247, -0.229, -1.798], [-2.217, -0.929, -3.459], [-0.889, -1.911, -4.301], [-1.392, -3.315, -4.466], [-1.799, -3.776, -5.712], [-2.299, -5.062, -5.852], [-2.403, -5.892, -4.746], [-1.988, -5.440, -3.500], [-1.491, -4.158, -3.359], [-2.975, -1.416, 1.191], [-4.232, -1.950, 1.419], [-4.424, -3.324, 1.327], [-3.360, -4.162, 1.036], [-2.085, -3.646, 0.824], [-1.903, -2.284, 0.887], [-0.676, -1.691, 0.694], [-3.778, 1.433, 2.170], [-2.067, 1.685, 2.441], [-2.937, 0.369, 3.302], [0.000, -1.852, -3.676], [-0.695, -1.433, -5.257], [-1.720, -3.128, -6.577], [-2.609, -5.417, -6.825], [-2.810, -6.889, -4.854], [-2.055, -6.096, -2.641], [-1.174, -3.798, -2.384], [-5.061, -1.290, 1.637], [-5.411, -3.736, 1.486], [-3.510, -5.232, 0.993], [-1.239, -4.293, 0.626], [1.974, -1.288, 1.998], [2.529, -0.201, 1.819], [2.215, 0.488, 0.668], [1.840, 1.990, 1.207], [0.418, 1.623, 1.651], [1.872, 3.017, 0.247], [2.926, 1.984, 2.598], [3.414, 2.995, 3.392], [4.277, 2.613, 4.419], [4.608, 1.279, 4.631], [4.089, 0.264, 3.830], [3.252, 0.633, 2.797], [3.160, 4.033, 3.227], [4.698, 3.376, 5.059], [5.284, 1.020, 5.435], [4.349, -0.774, 3.990]], "mulliken_charge": [1.99, -1.53, 0.64, -0.14, -0.53, 0.64, -0.33, -0.02, -0.70, 0.47, -0.47, -0.60, -0.46, -0.56, -0.10, 0.84, -0.87, -0.71, -0.62, -0.59, 0.88, -1.07, 0.38, 0.35, 0.42, 0.33, 0.47, 0.36, 0.39, 0.40, 0.39, 0.32, 0.49, 0.44, 0.46, 0.53, -0.49, 0.61, -0.46, 1.07, -0.56, -0.53, 0.47, -0.73, -0.53, -0.53, -0.65, 0.57, 0.49, 0.44, 0.43, 0.51]}

=====

{"formula": "C36H88N9NbO13P3S", "method": "ωB97M-V/def2-TZVPD", "orbital_gap_ev": 6.19, "total_charge": -1, "homo_ev": -4.172, "total_energy_ev": -119042.3155, "symbols": ["C", "C", "P", "C", "Nb", "O", "C", "C", "C", "S", "C", "C", "C", "N", "C", "C", "C", "O", "P", "P", "O", "O", "O", "H", "H", "H", "H", "H", "H", "H", "H", "H", "H", "H", "H", "H", "H", "H", "H", "H", "H", "H", "H", "H", "H", "H", "H", "H", "H", "H", "H", "H", "H", "H", "H", "C", "C", "O", "N", "C", "H", "H", "H", "H", "H", "H", "H", "C", "C", "O", "N", "C", "H", "H", "H", "H", "H", "H", "H", "C", "C", "O", "N", "C", "H", "H", "H", "H", "H", "H", "H", "C", "C", "O", "N", "C", "H", "H", "H", "H", "H", "H", "H", "C", "C", "O", "N", "C", "H", "H", "H", "H", "H", "H", "H", "C", "C", "O", "N", "C", "H", "H", "H", "H", "H", "H", "H", "C", "C", "O", "N", "C", "H", "H", "H", "H", "H", "H", "H", "C", "C", "O", "N", "C", "H", "H", "H", "H", "H", "H", "H"], "xyz": [[0.100, 2.319, 3.531], [-0.960, 1.513, 4.326], [-2.496, 0.959, 3.357], [-3.154, -0.436, 4.491], [-1.987, 0.109, 0.992], [-0.812, 1.806, 0.524], [-3.765, 1.345, 0.236], [-4.758, 1.881, 1.330], [-6.066, 2.513, 0.675], [-7.025, 1.279, -0.312], [-0.216, -1.166, 1.533], [0.213, -1.408, 2.983], [-0.398, -2.442, 3.989], [1.268, -0.777, 3.416], [-3.514, -1.625, 1.150], [-2.960, -3.044, 0.760], [-4.079, -3.743, -0.158], [-2.824, -3.939, 1.886], [-1.628, -0.519, -1.514], [0.463, -0.236, -2.082], [0.960, 1.189, -1.928], [0.521, -0.574, -3.754], [1.509, -1.343, -1.378], [0.596, 1.698, 2.748], [-0.362, 3.188, 2.996], [0.928, 2.700, 4.184], [-1.364, 2.206, 5.123], [-0.558, 0.643, 4.907], [-4.254, -0.217, 4.589], [-3.037, -1.444, 4.061], [-2.732, -0.325, 5.518], [-1.413, 2.561, 0.573], [-4.345, 0.694, -0.480], [-3.422, 2.230, -0.374], [-4.273, 2.748, 1.844], [-5.129, 1.103, 2.035], [-5.802, 3.398, 0.039], [-6.768, 2.916, 1.454], [-8.023, 1.988, -0.960], [0.670, -0.679, 1.030], [-0.245, -2.189, 1.056], [-0.680, -1.862, 4.908], [0.408, -3.173, 4.240], [-1.337, -2.928, 3.641], [1.427, -1.045, 4.399], [-4.267, -1.368, 0.351], [-4.097, -1.601, 2.101], [-2.045, -3.057, 0.135], [-5.091, -3.308, -0.004], [-3.753, -3.705, -1.230], [-4.139, -4.828, 0.125], [-3.254, -3.488, 2.634], [-1.855, -1.908, -1.744], [1.371, -0.175, -4.000], [2.257, -0.836, -1.033], [4.512, -2.702, 5.807], [3.601, -1.702, 6.469], [2.416, -1.628, 6.196], [4.140, -0.863, 7.396], [5.512, -0.792, 7.855], [3.936, -3.292, 5.097], [5.308, -2.188, 5.265], [4.939, -3.376, 6.552], [3.469, -0.224, 7.793], [5.530, -0.967, 8.933], [5.896, 0.211, 7.655], [6.144, -1.524, 7.362], [2.882, 2.906, -6.577], [2.758, 2.339, -7.965], [3.512, 2.674, -8.877], [1.780, 1.431, -8.193], [0.816, 0.917, -7.240], [3.708, 3.614, -6.553], [1.967, 3.433, -6.300], [3.088, 2.109, -5.861], [1.752, 1.093, -9.142], [0.939, -0.165, -7.179], [-0.191, 1.142, -7.597], [0.957, 1.351, -6.255], [-3.488, -4.705, 5.987], [-4.546, -4.032, 5.154], [-4.278, -3.447, 4.117], [-5.832, -4.087, 5.585], [-6.355, -4.724, 6.776], [-2.519, -4.570, 5.509], [-3.449, -4.256, 6.981], [-3.691, -5.774, 6.063], [-6.479, -3.612, 4.973], [-7.091, -5.473, 6.477], [-6.850, -3.967, 7.387], [-5.572, -5.202, 7.357], [-1.655, 4.243, -2.804], [-3.152, 4.119, -2.691], [-3.680, 3.428, -1.835], [-3.922, 4.806, -3.581], [-3.493, 5.671, -4.660], [-1.186, 3.637, -2.030], [-1.319, 3.879, -3.777], [-1.350, 5.282, -2.665], [-4.911, 4.671, -3.440], [-3.913, 6.667, -4.499], [-3.880, 5.274, -5.602], [-2.411, 5.742, -4.718], [7.125, -0.890, -6.383], [5.888, -0.195, -6.889], [4.762, -0.541, -6.549], [6.051, 0.842, -7.746], [7.289, 1.392, -8.255], [6.832, -1.694, -5.710], [7.684, -1.321, -7.215], [7.752, -0.186, -5.832], [5.179, 1.259, -8.041], [7.345, 2.442, -7.968], [7.285, 1.324, -9.346], [8.152, 0.865, -7.863], [-10.647, -2.421, 3.286], [-9.859, -1.181, 2.947], [-9.255, -0.546, 3.799], [-9.837, -0.780, 1.650], [-10.483, -1.394, 0.510], [-10.569, -2.611, 4.354], [-11.700, -2.280, 3.035], [-10.244, -3.282, 2.750], [-9.290, 0.057, 1.495], [-9.718, -1.660, -0.222], [-11.162, -0.667, 0.059], [-11.041, -2.284, 0.788], [8.804, 3.893, -3.993], [9.111, 2.583, -4.670], [8.902, 2.407, -5.863], [9.626, 1.585, -3.909], [9.929, 1.604, -2.491], [8.397, 4.586, -4.727], [8.063, 3.747, -3.206], [9.715, 4.326, -3.576], [9.804, 0.738, -4.426], [10.992, 1.389, -2.357], [9.343, 0.821, -2.007], [9.695, 2.562, -2.037], [4.835, 0.306, -1.048], [6.059, -0.086, -0.263], [7.191, 0.210, -0.630], [5.878, -0.791, 0.885], [4.631, -1.234, 1.483], [5.141, 0.860, -1.933], [4.291, -0.584, -1.368], [4.188, 0.946, -0.446], [6.740, -1.017, 1.354], [4.552, -0.804, 2.483], [4.652, -2.322, 1.568], [3.768, -0.936, 0.896]], "mulliken_charge": [-0.97, -0.36, 0.14, -0.83, -1.04, -0.67, 0.04, -0.65, -0.64, -0.31, -0.51, 0.49, -0.58, -0.50, -0.51, 0.74, -1.57, -0.63, -0.10, 1.15, -0.70, -0.52, -0.49, 0.07, 0.24, 0.36, 0.51, 0.23, 0.41, -0.29, 0.50, 0.20, 0.40, 0.69, 0.25, 0.11, 0.35, 0.43, 0.09, 0.31, 0.27, 0.23, 0.54, -0.18, 0.15, 0.45, 0.38, 0.12, 0.32, 0.29, 0.39, 0.11, -0.07, 0.23, 0.05, -1.27, 0.76, -0.69, -0.17, -0.86, 0.25, 0.35, 0.41, 0.25, 0.29, 0.28, 0.33, -1.27, 0.73, -0.72, -0.12, -0.68, 0.28, 0.48, 0.34, 0.24, 0.28, 0.28, 0.17, -1.30, 0.69, -0.51, -0.17, -0.96, 0.20, 0.36, 0.38, 0.20, 0.30, 0.30, 0.38, -1.07, 0.64, -0.49, -0.21, -0.92, 0.08, 0.33, 0.35, 0.25, 0.28, 0.29, 0.35, -1.08, 0.91, -0.68, 0.04, -0.95, 0.31, 0.38, 0.06, 0.06, 0.26, 0.32, 0.36, -1.32, 0.83, -0.66, -0.05, -0.87, 0.28, 0.41, 0.35, 0.17, 0.28, 0.28, 0.34, -1.34, 0.82, -0.64, -0.12, -0.81, 0.29, 0.35, 0.39, 0.22, 0.29, 0.28, 0.30, -0.86, 0.55, -0.70, -0.05, -0.31, 0.31, 0.22, 0.36, 0.22, 0.23, 0.27, -0.09]}

=====

{"formula": "C7H8O", "method": "ωB97M-V/def2-TZVPD", "orbital_gap_ev": 8.08, "total_charge": 0, "homo_ev": -7.469, "total_energy_ev": -9431.3156, "de_lowest_kcal_mol": 113.6, "smiles": "C=C/C=C1\\CC=CO1", "symbols": ["C", "C", "C", "C", "C", "C", "C", "O", "H", "H", "H", "H", "H", "H", "H", "H"], "xyz": [[2.467, 0.869, -0.355], [2.272, -0.391, 0.273], [1.124, -1.102, 0.049], [-0.075, -0.392, -0.109], [-0.401, 1.064, 0.237], [-1.947, 1.026, 0.177], [-2.392, -0.229, -0.177], [-1.252, -1.098, -0.107], [3.441, 1.380, -0.302], [1.609, 1.670, -0.845], [3.101, -1.020, 0.760], [1.149, -2.280, -0.050], [0.322, 1.285, 1.195], [-0.014, 1.677, -0.566], [-2.581, 1.728, 0.309], [-3.301, -0.729, -0.206]], "mulliken_charge": [-0.68, -0.17, -0.19, 0.45, -0.26, -0.81, -0.35, -0.39, 0.28, 0.03, 0.28, 0.26, 0.29, 0.23, 0.58, 0.44]}

=====

{"formula": "C20H21N3O3", "method": "ωB97M-V/def2-TZVPD", "orbital_gap_ev": 9.18, "total_charge": 0, "homo_ev": -8.655, "total_energy_ev": -31695.4453, "de_lowest_kcal_mol": 28.2, "smiles": "Cc1nc2ccccc2n1CC(=O)OCC(=O)NCCc1ccccc1", "symbols": ["C", "C", "N", "C", "C", "C", "C", "C", "C", "N", "C", "C", "O", "O", "C", "C", "O", "N", "C", "C", "C", "C", "C", "C", "C", "C", "H", "H", "H", "H", "H", "H", "H", "H", "H", "H", "H", "H", "H", "H", "H", "H", "H", "H", "H", "H", "H"], "xyz": [[4.908, -0.007, 0.473], [3.654, -0.701, 0.100], [3.531, -1.539, -0.883], [2.216, -1.932, -0.890], [1.543, -2.807, -1.733], [0.197, -3.009, -1.503], [-0.472, -2.369, -0.460], [0.177, -1.493, 0.391], [1.528, -1.283, 0.161], [2.477, -0.513, 0.794], [2.230, 0.463, 1.821], [1.936, 1.788, 1.115], [2.736, 2.665, 0.943], [0.691, 1.780, 0.640], [0.292, 2.861, -0.198], [-0.771, 2.426, -1.215], [-1.339, 3.250, -1.896], [-0.979, 1.102, -1.282], [-2.052, 0.542, -2.072], [-3.411, 0.676, -1.361], [-3.393, -0.011, -0.027], [-2.904, 0.646, 1.096], [-2.832, -0.001, 2.318], [-3.257, -1.314, 2.435], [-3.759, -1.973, 1.326], [-3.823, -1.326, 0.104], [5.679, -0.276, -0.241], [5.229, -0.305, 1.471], [4.765, 1.073, 0.464], [2.065, -3.305, -2.533], [-0.356, -3.683, -2.140], [-1.523, -2.562, -0.306], [-0.352, -1.016, 1.204], [3.110, 0.575, 2.457], [1.367, 0.153, 2.414], [1.162, 3.262, -0.730], [-0.125, 3.667, 0.415], [-0.525, 0.492, -0.617], [-2.091, 1.086, -3.018], [-1.817, -0.507, -2.259], [-4.180, 0.244, -2.002], [-3.621, 1.740, -1.234], [-2.583, 1.674, 1.013], [-2.449, 0.523, 3.182], [-3.203, -1.819, 3.388], [-4.100, -2.994, 1.413], [-4.215, -1.845, -0.760]], "mulliken_charge": [-1.40, 0.80, -0.85, 0.33, -0.58, -0.72, 0.05, -0.61, 0.56, 0.07, -1.01, 0.62, -0.59, -0.14, -0.43, 0.50, -0.69, 0.10, -0.95, -1.13, 0.67, -0.18, -0.84, -0.40, -0.40, -0.59, 0.37, 0.29, 0.32, 0.44, 0.43, 0.44, 0.22, 0.43, 0.41, 0.44, 0.26, 0.10, 0.41, 0.39, 0.48, 0.37, 0.41, 0.44, 0.40, 0.38, 0.39]}